DFT (ωB97M-V with the def2-TZVPD basis set) results for C19H22LuN4O6S as an isolated structure in a non-equilibrium geometry.

Positions of all 53 atoms, in Å:
Lu: -0.061 1.249 1.050
S: -0.288 3.603 2.325
O: -3.298 -4.572 -3.460
O: -0.832 2.658 -0.700
O: 1.775 2.117 -0.240
O: -1.826 0.165 0.436
O: -1.066 -4.071 -3.807
O: 0.097 -0.191 -0.584
N: 1.828 4.832 3.265
N: 0.427 -0.885 2.205
N: 2.233 2.629 3.037
N: 1.670 1.441 2.664
C: 1.373 2.727 -1.477
C: -1.138 -0.487 -0.447
C: -1.592 -3.237 -2.865
C: 1.374 3.623 2.892
C: 0.164 3.557 -1.196
C: -2.931 -3.544 -2.661
C: 1.718 -3.304 2.557
C: -3.721 -2.881 -1.752
C: -1.757 -1.548 -1.233
C: -2.153 -4.878 -4.280
C: 2.409 -2.114 2.758
C: -2.152 3.222 -0.661
C: -0.226 -2.032 2.022
C: -3.098 -1.858 -1.033
C: 2.345 0.378 2.873
C: 0.380 -3.266 2.206
C: 2.939 1.299 -0.436
C: 1.712 -0.933 2.591
C: -0.963 -2.245 -2.172
H: -4.760 -3.135 -1.606
H: 3.708 1.891 -0.935
H: 2.741 4.904 3.685
H: 1.160 1.937 -2.204
H: -2.380 -4.608 -5.311
H: 2.222 -4.253 2.685
H: 3.337 0.433 3.316
H: -3.662 -1.293 -0.304
H: -2.145 4.126 -0.048
H: -2.466 3.455 -1.679
H: -1.900 -5.927 -4.146
H: 3.305 1.009 0.544
H: -2.808 2.473 -0.230
H: 1.204 5.616 3.276
H: -0.201 4.041 -2.105
H: 0.076 -1.995 -2.321
H: -0.196 -4.169 2.063
H: -1.261 -1.945 1.717
H: 3.447 -2.107 3.056
H: 2.685 0.427 -1.041
H: 0.362 4.315 -0.432
H: 2.189 3.349 -1.853

Output
**Total energy**: -82759.9131 eV
**Maximum force**: 1.318 eV/A
**Total charge**: +1
**Orbital gap**: 7.5 eV